#one
# C5H14N2O

A single C5H14N2O molecule (the ωB97M-V functional and the def2-TZVPD basis, OMol25).

Values from the calculation:
SMILES string: C[C@@H](O)N(C)N(C)C
Spin multiplicity: 1

```
22
Properties=species:S:1:pos:R:3:lowdin_charge:R:1
C -0.93585 0.03931 0.81235 -0.35
C 0.73788 -1.74024 0.29052 -0.08
C 0.62600 0.82248 -1.88231 -0.09
C 1.80064 0.95522 0.22916 -0.09
C -2.26765 0.49696 0.23908 -0.04
N -0.12124 -0.65449 -0.14852 -0.12
N 0.55199 0.63502 -0.44515 -0.27
O -1.26791 -1.10409 1.89543 -0.13
H -1.90961 -1.72825 1.53823 0.05
H -0.51175 0.75460 1.52206 0.14
H 0.12037 -2.63614 0.32566 0.08
H 1.17296 -1.60747 1.28650 0.08
H 1.52471 -1.84841 -0.45660 0.09
H 0.80420 1.87701 -2.09689 0.08
H 1.69895 0.75832 1.29423 0.08
H 2.65056 0.38214 -0.16182 0.08
H -0.32336 0.53107 -2.32298 0.08
H 1.43662 0.23767 -2.33602 0.08
H 2.00778 2.01749 0.09257 0.09
H -2.70760 -0.29076 -0.36984 0.08
H -2.13426 1.39459 -0.36092 0.07
H -2.95344 0.70797 1.05525 0.08
```

=====

#two
# C5H14N2O

3 unconnected molecules or ions with the total composition C5H14N2O (the ωB97M-V functional and the def2-TZVPD basis, OMol25).

Values from the calculation:
Spin multiplicity: 1

```
22
Properties=species:S:1:pos:R:3:lowdin_charge:R:1
C -0.71150 0.07732 -0.49834 -0.23
C -0.38855 1.28444 -2.20232 -0.16
C 0.64344 0.43028 -0.49711 -0.06
C 0.50196 0.18731 2.56901 -0.18
C -1.18380 -1.25901 -0.97537 -0.08
N 0.59353 -0.47438 1.28910 -0.30
N 0.94509 -1.84609 1.35584 -0.05
O -0.57320 2.63656 -1.90426 -0.08
H 0.27800 3.03713 -1.69436 0.09
H -1.40319 0.73800 0.00828 0.13
H 0.37027 -2.33565 2.04734 0.06
H 1.91671 -1.96071 1.65505 0.05
H -1.30495 0.90106 -2.64239 0.09
H 0.44813 1.07994 -2.87454 0.10
H 1.36451 -0.20667 -0.99290 0.11
H 0.94943 1.39884 -0.12611 0.10
H 1.46722 0.20138 3.10740 0.06
H 0.19034 1.22730 2.41988 0.06
H -0.23499 -0.28702 3.24084 0.06
H -2.26929 -1.29170 -1.07597 0.08
H -0.73790 -1.51115 -1.94192 0.09
H -0.86126 -2.02721 -0.26714 0.06
```

=====

#three
# C5H14N2O

2 unconnected molecules or ions with the total composition C5H14N2O (the ωB97M-V functional and the def2-TZVPD basis, OMol25).

Values from the calculation:
SMILES string: C/C(N)=C(\C)O.CN
Spin multiplicity: 1

```
22
Properties=species:S:1:pos:R:3:lowdin_charge:R:1
C 2.20027 -0.14745 1.03620 -0.04
C -0.23662 -1.73357 0.15087 -0.03
C 1.30284 0.25966 -0.10742 -0.40
C 0.41804 -0.66479 -0.67547 -0.37
N -0.05505 -0.46804 -1.94235 0.12
O 1.95393 1.17501 -0.94779 0.00
H 1.92745 0.91240 -1.88242 0.08
H 0.62643 -0.08769 -2.59236 0.09
H -0.71617 -1.15511 -2.28801 0.10
H 3.03801 -0.76594 0.69350 0.08
H 2.62208 0.74267 1.51037 0.08
H 1.66372 -0.71206 1.80123 0.07
H 0.44158 -2.58929 0.24829 0.09
H -0.48358 -1.37003 1.14942 0.08
H -1.17268 -2.08095 -0.29418 0.08
C -2.41913 1.18928 0.94118 -0.24
N -1.26033 1.55231 0.15322 -0.12
H -1.47942 1.45062 -0.84211 0.04
H -0.12935 1.21189 0.37859 0.13
H -2.18331 1.18972 2.01080 0.06
H -2.81241 0.19280 0.69614 0.05
H -3.24632 1.89858 0.80230 0.06
```

=====

#four
# C5H14N2O

A single C5H14N2O molecule (the ωB97M-V functional and the def2-TZVPD basis, OMol25).

Values from the calculation:
SMILES string: CN(C)C[C@H](N)CO
Spin multiplicity: 1

```
22
Properties=species:S:1:pos:R:3:lowdin_charge:R:1
N -0.63969 1.93917 1.46918 0.04
C -0.54909 0.57206 0.96755 -0.38
C 0.38474 -0.31228 1.79901 -0.21
O -0.32055 -1.03197 2.82614 -0.08
C -0.04264 0.70495 -0.48442 -0.21
N 0.41618 -0.52001 -1.08922 -0.27
C -0.69032 -1.38086 -1.44945 -0.11
C 1.33201 -0.28699 -2.22722 -0.07
H -1.21603 2.03661 2.29331 0.07
H 0.27201 2.35079 1.60774 0.07
H -1.53308 0.10512 1.02684 0.14
H 0.88939 -1.08890 1.23619 0.11
H 1.11673 0.31309 2.31188 0.11
H -1.00933 -0.47252 3.20508 0.07
H -0.85770 1.18072 -1.05423 0.13
H 0.74173 1.46364 -0.47528 0.12
H -1.31913 -1.52493 -0.57194 0.08
H -1.34645 -1.04392 -2.26754 0.09
H -0.35653 -2.39129 -1.67093 0.08
H 1.07762 -0.93065 -3.05048 0.07
H 1.29137 0.77260 -2.51491 0.08
H 2.35876 -0.45445 -1.88733 0.08
```

=====

Energy ordering: #four at the bottom, the next structure 1.277 eV above.